Entry 1:
{"formula": "C41H45F48NO12S2", "method": "ωB97M-V/def2-TZVPD", "e_homo_ev": -9.794, "gap_ev": 9.7, "smiles": "FC(F)C(F)(F)COC(F)(F)C(F)F.FC(F)C(F)(F)COC(F)(F)C(F)F.FC(F)C(F)(F)COC(F)(F)C(F)F.FC(F)C(F)(F)COC(F)(F)C(F)F.FC(F)C(F)(F)COC(F)(F)C(F)F.FC(F)C(F)(F)COC(F)(F)C(F)F.CCOS(C)(=O)=O.CCOS(C)(=O)=O.c1ccncc1", "species": ["F", "C", "C", "F", "C", "F", "S", "H", "H", "O", "H", "O", "O", "C", "H", "F", "N", "H", "H", "F", "C", "F", "F", "F", "H", "H", "F", "F", "C", "F", "C", "F", "H", "O", "C", "H", "O", "C", "F", "O", "F", "H", "H", "C", "F", "F", "O", "H", "C", "C", "C", "H", "H", "F", "H", "F", "H", "F", "F", "F", "H", "F", "F", "C", "C", "C", "C", "O", "H", "H", "F", "C", "C", "C", "F", "F", "H", "C", "C", "F", "H", "O", "F", "F", "H", "H", "F", "C", "C", "C", "C", "H", "H", "C", "F", "H", "O", "C", "C", "O", "H", "F", "F", "H", "C", "H", "C", "C", "F", "F", "F", "H", "F", "H", "F", "C", "H", "F", "O", "S", "C", "F", "C", "C", "F", "F", "F", "H", "F", "H", "H", "H", "H", "H", "C", "F", "H", "H", "C", "F", "F", "C", "F", "H", "H", "C", "C", "H", "H"], "xyz": [[-24.2958, 2.0012, -20.0933], [-31.6420, 11.2526, -8.5131], [-25.2411, 1.0315, -15.6216], [-27.8259, -4.4751, -10.1535], [-24.8136, 7.1282, -13.2786], [-23.0849, -0.2074, -7.3733], [-26.3531, 8.6414, -2.6150], [-36.2148, 2.3181, -14.6359], [-26.8823, 9.7956, -0.1336], [-37.4988, 3.0259, -13.1675], [-22.1055, -0.3286, -3.5528], [-23.9101, 2.4098, -17.2274], [-23.9442, 5.2691, -11.9646], [-22.6986, -0.5670, -6.1853], [-22.0536, 6.1421, -9.0112], [-29.1369, -5.2241, -3.8790], [-32.3643, 2.4069, -9.6456], [-32.5500, 0.7331, -10.7178], [-26.1170, 11.2367, -0.9196], [-29.3506, 11.6466, -7.9553], [-27.2677, -9.0625, -11.7373], [-20.1750, -2.1839, -2.2600], [-37.8914, 5.0960, -14.1738], [-26.8478, -10.2453, -12.0765], [-37.5361, 4.2670, -10.7939], [-32.1193, -3.1853, -0.9380], [-37.3588, 6.0606, -11.4213], [-22.7038, 3.3578, -20.6051], [-33.0128, 10.9223, -7.8058], [-30.7208, -4.7613, -9.4840], [-23.6438, 3.0573, -19.6700], [-26.3498, -8.7171, -9.7017], [-30.0046, 0.4164, -11.1009], [-26.7312, 8.1709, -3.9781], [-31.4949, 3.2860, -9.0142], [-25.9550, 5.7590, -11.8489], [-33.0640, 9.7414, -6.8638], [-23.9905, 1.1175, -16.6619], [-26.4468, 1.3050, -16.1312], [-30.8839, -3.6967, -2.4606], [-27.4812, -8.4155, -12.8785], [-19.7840, -4.1408, -3.9119], [-26.6047, -6.2353, -11.6185], [-37.2870, 2.3934, -14.4546], [-33.8382, 9.1019, -3.2618], [-29.0639, -5.5706, -11.3621], [-21.8839, 6.7731, -12.2234], [-22.2735, 3.3590, -18.0299], [-30.0916, 3.2439, -9.1166], [-33.6138, 9.9616, -5.5223], [-31.7764, 1.4279, -10.4259], [-32.0053, 4.0354, -8.4274], [-23.7588, 7.3022, -13.4910], [-21.7013, 1.3726, -5.4384], [-28.2404, -9.1413, -11.2518], [-24.0446, 0.1826, -17.6387], [-24.8631, 6.9056, -11.2016], [-33.7046, -1.5250, -2.1859], [-31.4293, 10.3228, -9.4476], [-29.8912, -4.4265, -0.6663], [-25.0898, 1.6876, -14.7644], [-31.0974, -5.8267, -1.7934], [-34.8976, 10.3418, -5.5473], [-29.5776, 2.1725, -9.8777], [-21.0623, -2.6793, -3.0857], [-21.5362, 0.0660, -5.5644], [-32.5246, -1.6852, -4.1897], [-26.2882, 7.7378, -1.4875], [-28.2476, 11.8619, 0.5542], [-25.7370, -6.3150, -10.1109], [-34.1106, 7.6787, -4.8584], [-30.5106, 11.3564, -7.4040], [-24.6666, 9.4449, -2.6209], [-24.6972, 4.1398, -19.3466], [-20.4360, -0.0521, -6.3426], [-22.2842, -2.5660, -2.5012], [-25.3526, 6.8292, -14.1777], [-26.5764, -6.7465, -10.6562], [-39.2961, 0.8508, -14.1219], [-25.3467, -0.1352, -15.0434], [-29.3808, 3.9835, -8.7786], [-21.7050, 4.4171, -11.1977], [-33.3486, -2.4902, -4.8426], [-31.8002, -0.9298, -2.1478], [-20.3869, -0.1724, -3.6784], [-24.7761, 10.3794, -3.1713], [-32.9253, 10.9902, -5.0726], [-20.7704, -4.1044, -3.4495], [-28.2067, 11.4737, -0.4635], [-26.2077, -8.2071, -10.9069], [-22.8785, 6.4721, -9.6425], [-28.5056, 2.1011, -9.9881], [-23.7368, 5.9656, -9.2009], [-32.5091, -1.9037, -2.6074], [-31.2420, -1.7708, -4.6997], [-22.2914, 1.7219, -18.3560], [-27.2003, 10.0329, -2.1684], [-30.2772, -4.7610, -1.8322], [-37.8586, 0.9493, -14.5451], [-27.7458, -6.6188, -9.8758], [-23.1472, 7.5273, -9.6935], [-23.7779, -0.6118, -5.4276], [-25.8765, 3.7636, -19.1217], [-23.8955, 8.7718, -2.9955], [-21.2598, -0.5683, -4.1974], [-22.2344, -1.5500, -6.2642], [-22.9763, 2.5671, -18.2889], [-32.1791, -3.2873, -2.0216], [-39.6057, 1.3409, -12.8523], [-30.7441, 12.1796, -6.2902], [-35.9278, 4.6524, -13.3564], [-25.2374, 8.1004, -13.0272], [-24.8511, -8.3892, -11.1715], [-28.4539, -4.1315, -2.4463], [-40.0845, 1.3261, -15.0865], [-28.5913, -5.5081, -10.1416], [-28.4052, 12.2565, -1.1956], [-39.1700, 4.8540, -11.6238], [-20.9003, -1.9229, -4.2606], [-22.3835, 5.7195, -11.3351], [-28.9986, -5.0690, -2.5576], [-20.8504, -4.8848, -2.3838], [-29.7925, -5.5521, -9.1542], [-30.4179, 1.2629, -10.5727], [-24.3090, 5.0011, -18.4172], [-21.6164, -4.6735, -4.3823], [-37.8255, 0.4669, -15.8311], [-29.1009, 10.8529, -0.5193], [-31.7264, 12.4411, -9.1322], [-33.4562, 11.8499, -7.4438], [-37.7460, 2.9577, -15.2664], [-33.0033, -3.9200, -2.3508], [-32.8555, -0.6895, -4.4848], [-24.4288, 9.5167, -1.5596], [-25.0010, 6.2437, -12.0566], [-37.1109, 0.1163, -13.8812], [-39.5798, -0.2009, -14.0803], [-32.4507, 8.4518, -4.3862], [-33.4741, 8.8085, -4.5020], [-30.4499, -6.7082, -9.0441], [-23.0296, 0.8856, -15.8571], [-26.9878, 10.5823, -0.8806], [-28.4336, -6.1188, -2.0915], [-33.6901, 10.5390, -8.5690], [-30.4073, 10.4360, -6.8292], [-37.7936, 4.8395, -11.6849], [-37.2598, 4.4009, -13.1486], [-29.5490, -5.2534, -8.1346], [-24.9892, 4.7533, -20.1989]]}

***

Entry 2:
{"formula": "C41H45N8O5S3TeW", "method": "ωB97M-V/def2-TZVPD", "multiplicity": 2, "s2": 0.756, "relative_energy_ev": 0.326, "e_homo_ev": [-6.678, -6.670], "gap_ev": [6.7, 5.1], "species": ["W", "C", "H", "H", "H", "H", "C", "C", "C", "C", "C", "H", "C", "C", "H", "C", "H", "H", "H", "H", "O", "C", "C", "H", "H", "N", "H", "H", "N", "H", "C", "H", "O", "H", "O", "N", "H", "C", "C", "C", "C", "C", "C", "O", "H", "C", "H", "H", "H", "H", "C", "H", "C", "C", "N", "C", "H", "C", "S", "C", "H", "N", "C", "N", "C", "H", "H", "H", "C", "H", "C", "H", "C", "N", "C", "C", "H", "H", "H", "S", "C", "S", "C", "C", "H", "C", "H", "C", "H", "H", "N", "C", "H", "Te", "H", "C", "H", "C", "H", "H", "O", "H", "H", "C"], "xyz": [[1.8128, 0.6571, -1.4921], [4.4884, -3.2814, 0.3079], [3.1214, 1.3291, -7.9396], [4.2089, -3.2688, -0.7374], [-5.1804, -4.5176, 5.0812], [-3.6040, -5.0807, 5.6229], [-2.9111, 2.1166, 1.0985], [-3.9742, 2.9822, 0.8605], [-3.0659, 0.7598, 0.7899], [0.8317, 2.2067, -4.9097], [2.6833, 2.5693, 2.6575], [0.1797, 2.4250, -4.0764], [1.8373, 1.2548, -4.7802], [2.1153, 3.5522, -1.6542], [-1.1021, 0.9267, -1.7814], [2.9297, 4.7832, -1.4391], [6.4199, -4.1227, -0.0506], [-0.4829, -3.3598, -2.4898], [1.3563, 3.0498, -8.1571], [-6.0834, 4.4853, 0.4253], [-1.7145, -1.1871, -1.3721], [-4.2740, 0.2744, 0.2621], [0.7585, 3.4089, -1.6562], [7.6347, -4.0350, 3.3438], [-0.7365, -3.1726, 0.3371], [2.6954, 2.3648, -2.0255], [-1.3047, -2.3690, -3.7043], [-1.8427, 3.6544, 2.1425], [2.1329, 0.4981, -3.6567], [3.0139, 5.3778, -2.3518], [-0.4608, -2.4037, -3.0156], [-2.9131, -5.2384, 2.3766], [1.6424, -2.9130, -0.4256], [0.0538, 5.3123, -0.9972], [-0.9653, 1.8889, -1.8255], [0.4074, -0.5314, -1.7700], [-4.7011, -1.7601, 0.8223], [-3.5345, -3.8416, 3.8710], [-5.1744, 2.5353, 0.3329], [-2.2675, -1.9328, 2.2902], [2.9797, 1.3086, 3.1657], [0.6761, 2.8432, -6.1288], [1.4977, 2.5388, -7.2141], [1.1554, -2.2080, 1.8937], [-4.3512, -5.8059, 4.2004], [2.4886, 1.5783, -7.0979], [-0.3476, 4.9507, -2.6723], [-0.9109, 2.8639, 0.8652], [2.8204, 3.4659, 3.2420], [3.2209, -2.4895, 3.3453], [-4.2072, -4.8696, 4.7377], [5.4260, -3.3749, 4.0526], [-5.3041, 1.1812, 0.0486], [5.1627, -3.3400, 3.0020], [7.2991, -4.3179, 2.4386], [6.0773, -3.7930, 2.0475], [-6.5110, 3.5484, -1.0076], [-2.8678, -1.5372, 3.4930], [3.7938, -0.3071, -5.4422], [3.9294, -2.8530, 2.6150], [-3.9609, -2.2125, 5.1961], [2.3077, -0.6442, 0.2911], [-2.2619, -3.2666, 1.8802], [2.8599, 0.1904, 2.4675], [2.2054, 2.6180, 1.3647], [2.4932, 5.4218, -0.6686], [-1.1689, 2.0493, 2.4023], [1.9327, 3.5459, 0.8807], [-6.3096, 3.4833, 0.0631], [-0.1035, 3.5855, -6.2425], [3.1189, -0.3551, -3.8399], [3.3449, 1.1979, 4.1817], [2.4056, 0.3349, 1.2225], [2.0164, 1.5015, 0.6683], [-2.9090, -4.1995, 2.6880], [-2.8520, -0.1137, 3.9830], [-5.3907, -1.2578, -0.7215], [-3.6668, -1.6058, -0.6031], [-1.3292, -4.7833, 0.6984], [2.0428, -2.1968, 0.7508], [-3.4958, -2.5069, 4.2612], [3.6096, -1.2691, -2.5182], [-0.2518, 4.5123, -1.6752], [-1.6398, 2.6975, 1.6615], [-6.2381, 0.8151, -0.3646], [-1.6274, -3.7396, 0.6024], [0.4810, -2.3170, -3.5530], [-4.5157, -1.1710, -0.0782], [8.0183, -4.3360, 1.7353], [-1.8488, 0.3159, 3.9219], [0.4086, 2.0632, -1.6651], [5.7223, -3.7617, 0.6955], [-3.1696, -0.0695, 5.0238], [-1.3693, -0.4614, 1.0737], [3.9367, 4.5010, -1.1301], [3.5954, -2.8228, 1.2690], [-7.2265, 3.1439, 0.5471], [2.6504, 0.9414, -5.8763], [-3.8556, 4.0337, 1.0998], [-3.5191, 0.5219, 3.3970], [3.6601, 1.6474, -1.3909], [-1.2344, 4.1574, -1.3741], [-2.3295, -3.6586, -0.2307], [-0.5937, -1.3104, -1.9931]]}

***

Values for calculated total energy, eV, ordered as above
-221407.02111, -107029.28286
Values for maximum force, hartree/bohr, ordered as above
0.12422, 0.03479